(1)
A single C11H13N2O4PS molecule. Source: the Open Molecules 2025 dataset; level of theory: ωB97M-V/def2-TZVPD.

Positions of all 32 atoms, in Å:
C 2.551491 1.493922 0.086299
C 2.230179 0.743774 -1.242746
C 0.714827 0.690855 -1.574312
C -0.101477 -0.073777 -0.560978
C -0.926353 0.558957 0.374677
P -1.207216 2.354407 0.505934
N -1.295261 3.107714 -0.844886
O -0.104928 2.926368 1.542306
O -2.633535 2.493318 1.284718
C -1.605019 -0.227626 1.290152
C -1.512265 -1.593240 1.313193
S -2.400612 -2.541685 2.552249
C -0.737239 -2.218401 0.369587
C -0.045749 -1.445630 -0.542173
C 0.725136 -2.381636 -1.457549
O 1.496294 -2.142003 -2.351186
N 0.348342 -3.699676 -1.065549
C -0.467807 -3.695308 0.105546
O -0.855560 -4.672312 0.692582
H 2.953446 2.486797 -0.110236
H 1.640600 1.541043 0.683615
H 3.258582 0.900459 0.670990
H 2.675858 1.311512 -2.063338
H 2.655802 -0.256484 -1.172029
H 0.659788 0.118665 -2.509198
H 0.326316 1.680126 -1.803778
H -0.580374 3.832705 -0.837759
H -0.587235 3.167332 2.348667
H -3.287529 2.257089 0.611014
H -2.258415 0.213809 2.034768
H -1.422430 -2.777523 3.457041
H -0.207652 -4.153552 -1.787619

Atomic forces in eV per Å
-0.357 -0.834 -0.478
-0.279 0.867 0.696
0.652 -0.808 -0.669
0.516 1.646 -0.700
-0.312 0.092 0.383
-0.134 0.742 -1.233
0.756 -0.261 0.487
-1.276 -0.381 0.278
0.934 -0.703 0.193
-0.618 0.486 0.618
-0.078 -1.421 1.057
-0.298 0.136 0.144
0.294 -0.446 0.142
0.737 -1.003 -0.401
-0.275 0.360 0.051
-0.647 -0.168 0.472
-0.731 -0.393 -0.118
-0.196 0.609 0.263
0.311 0.807 -0.648
-0.113 0.005 0.250
0.211 0.337 0.127
0.135 0.307 -0.036
0.229 -0.451 -0.045
-0.104 0.044 -0.410
-0.094 0.150 0.081
-0.108 -0.046 0.422
-0.263 0.159 -0.454
0.393 0.141 0.180
-0.300 0.290 0.154
0.116 0.134 -0.077
0.016 0.178 -0.462
0.884 -0.574 -0.268

Properties
**SMILES string**: CCCc1c(P(=N)(O)O)cc(S)c2c1C(=O)NC2=O
**2S+1**: 1



(2)
6 unconnected molecules or ions with the total composition C47H78BrClNO17. Source: the Open Molecules 2025 dataset; level of theory: ωB97M-V/def2-TZVPD.

Positions of all 145 atoms, in Å:
C -2.283960 3.850898 -12.771004
C -0.780351 3.639520 -12.675833
O -0.505836 2.509454 -11.883926
C 0.879081 2.314902 -11.660878
C 1.027818 1.526749 -10.360000
O 1.964140 0.475625 -10.454538
C 3.264965 0.825400 -10.029847
C 3.422306 0.875166 -8.526362
O 3.838973 -0.404793 -8.042471
C 4.373663 -0.403609 -6.743176
C 3.318091 -0.638851 -5.677288
C 2.985477 -1.951414 -5.373047
C 1.991471 -2.241597 -4.429044
C 1.709740 -3.697238 -4.195973
O 2.922823 -4.420013 -4.309784
C 3.077354 -5.365275 -3.301921
O 3.416466 -4.705358 -2.107278
C 2.804977 -5.223681 -0.935517
C 2.736754 -4.120067 0.111304
O 3.397480 -4.572995 1.290542
C 1.318338 -1.200251 -3.758199
C 0.224964 -1.503288 -2.763438
C 0.464576 -1.017732 -1.335376
C -0.819378 -1.189079 -0.486894
C -0.520172 -1.457031 0.991258
C -0.810954 -0.218086 1.865248
C 0.422776 0.714527 1.916175
C 0.105400 2.174416 1.523995
C 1.059321 2.753134 0.460057
C 0.356699 3.864412 -0.356866
C 1.311324 5.007456 -0.671090
O 2.495792 4.508483 -1.274934
C 2.753190 4.973469 -2.573201
C 1.709039 0.101835 -4.086542
Cl 0.948898 1.449128 -3.373068
N 2.682436 0.359019 -5.011048
Br 3.160984 2.129937 -5.342870
H -2.803906 2.922074 -12.552059
H -2.638354 4.615892 -12.086387
H -2.572203 4.150339 -13.774542
H -0.316135 4.544505 -12.270274
H -0.382484 3.520106 -13.688780
H 1.307632 1.737296 -12.482943
H 1.348784 3.297586 -11.583283
H 0.056382 1.089577 -10.140604
H 1.243525 2.219426 -9.542390
H 3.994110 0.163987 -10.488246
H 3.490946 1.828351 -10.409475
H 4.177780 1.620342 -8.270934
H 2.467049 1.133270 -8.067878
H 5.032074 -1.267084 -6.696344
H 4.975890 0.480049 -6.530958
H 3.500434 -2.766847 -5.861098
H 1.019795 -4.074200 -4.957842
H 1.262481 -3.898727 -3.229308
H 2.166989 -5.960509 -3.169136
H 3.876357 -6.044428 -3.590866
H 3.397803 -6.025936 -0.496106
H 1.795751 -5.586434 -1.139569
H 1.702234 -3.875996 0.364994
H 3.234874 -3.228354 -0.271469
H 3.493043 -3.820507 1.879010
H 0.007412 -2.560674 -2.713179
H -0.687453 -1.026159 -3.131412
H 1.291591 -1.537246 -0.854484
H 0.701078 0.038509 -1.307226
H -1.421539 -0.290423 -0.605338
H -1.397168 -2.001448 -0.932387
H 0.506440 -1.782597 1.145429
H -1.158548 -2.258230 1.366005
H -1.087840 -0.563529 2.856209
H -1.656726 0.319162 1.441577
H 0.787892 0.708513 2.937909
H 1.197923 0.294414 1.277343
H -0.924709 2.269333 1.182423
H 0.190933 2.783657 2.422508
H 1.427481 1.967611 -0.192851
H 1.880157 3.241884 0.979384
H -0.494918 4.231845 0.211857
H -0.017217 3.455699 -1.299300
H 1.592527 5.475587 0.272972
H 0.804510 5.731179 -1.309839
H 2.295636 5.941241 -2.780156
H 2.408751 4.265970 -3.337383
H 3.828463 5.085023 -2.701774
O 0.488608 -0.462698 4.819166
C 0.131677 -1.348060 5.547727
O 0.084213 -1.213807 6.884974
C -0.279211 -2.472031 7.496736
C -0.994840 -3.252955 6.410716
C -0.287624 -2.752943 5.151814
H 0.637124 -2.964359 7.832281
H -0.910692 -2.282910 8.355691
H -0.943843 -4.329927 6.552196
H -2.043733 -2.972603 6.382851
H 0.610415 -3.330008 4.922079
H -0.940694 -2.725985 4.282917
O 4.875849 -3.727855 -7.240733
C 4.506962 -3.972251 -8.360810
O 4.407943 -5.225526 -8.828609
C 4.045341 -5.207104 -10.225955
C 3.382945 -3.852095 -10.440249
C 4.127420 -2.975427 -9.431483
H 4.954425 -5.327707 -10.817206
H 3.383091 -6.044832 -10.426254
H 3.442807 -3.501235 -11.467925
H 2.328407 -3.910216 -10.167170
H 5.039121 -2.548726 -9.853446
H 3.505830 -2.190118 -9.013651
O -4.056629 -3.889070 7.073965
C -4.067565 -3.612889 8.239614
O -2.947610 -3.258465 8.924207
C -3.263467 -3.091705 10.326360
C -4.756000 -2.826170 10.370531
C -5.259437 -3.631612 9.175480
H -2.985080 -4.009863 10.848222
H -2.682127 -2.264960 10.727085
H -5.210306 -3.105735 11.318189
H -4.944091 -1.767212 10.209920
H -5.477454 -4.668922 9.435924
H -6.124154 -3.182634 8.695621
O -4.286814 -0.005986 11.902821
C -5.070275 0.826733 11.540744
O -5.809850 0.679266 10.419790
C -6.588108 1.871328 10.175692
C -6.689548 2.557117 11.530774
C -5.369361 2.161808 12.188689
H -6.062509 2.480855 9.443919
H -7.555182 1.581197 9.770954
H -6.846007 3.629556 11.455355
H -7.520152 2.130848 12.097072
H -4.565966 2.847841 11.948890
H -5.459703 2.048601 13.266493
O -4.587616 4.313782 10.231284
C -3.794941 5.187465 10.449539
O -3.095496 5.792518 9.471459
C -2.147008 6.718891 10.034634
C -2.691996 7.053318 11.417051
C -3.392169 5.750509 11.799681
H -1.173207 6.227820 10.078124
H -2.074607 7.585816 9.383473
H -1.921136 7.368967 12.116279
H -3.426523 7.855816 11.341150
H -2.713494 5.043577 12.280514
H -4.266145 5.906696 12.425879

Atomic forces in eV per Å
-0.068 -0.079 0.013
-0.434 0.391 -0.599
0.107 0.082 0.383
-0.400 -0.036 0.053
-0.420 0.143 -0.186
0.308 -0.476 0.267
-0.304 0.894 -0.281
0.119 -0.496 -0.012
0.025 0.585 0.172
0.100 -0.206 0.109
0.097 -0.782 -0.012
-0.531 0.647 0.441
0.300 0.486 -0.165
0.262 -0.462 0.036
-0.055 0.014 -0.299
0.354 -0.274 0.401
-0.468 -0.028 -0.160
0.082 0.344 0.479
0.171 -0.016 0.457
-0.006 -0.032 -0.199
0.473 -0.421 -0.417
-0.046 0.915 0.057
-0.502 0.214 0.435
0.796 -0.480 -0.466
-1.132 0.386 0.454
0.882 -0.379 -0.306
-0.866 0.349 0.315
0.646 -0.374 -0.122
-1.023 0.756 0.371
0.668 -0.399 -0.100
-0.433 -0.462 0.267
-0.019 0.202 -0.174
0.191 -0.051 -0.246
-0.234 -0.177 0.122
-0.093 -0.048 -0.033
-0.201 -0.227 0.104
0.082 -0.030 0.042
-0.017 -0.102 0.031
-0.030 -0.011 0.156
0.009 0.086 -0.097
0.200 -0.086 0.193
0.201 -0.217 0.001
0.198 0.067 -0.068
0.291 -0.005 -0.133
-0.050 -0.154 -0.056
0.195 -0.085 0.144
-0.062 -0.313 0.073
0.112 0.067 -0.022
0.052 0.061 0.120
-0.062 0.236 0.022
0.035 -0.132 0.044
-0.056 0.152 -0.070
0.179 0.084 -0.134
-0.157 0.177 -0.082
-0.047 0.221 0.172
-0.163 0.056 0.060
0.153 0.130 -0.264
0.015 -0.198 -0.122
-0.011 -0.156 -0.228
-0.116 0.078 -0.147
-0.026 0.060 -0.193
0.028 0.000 0.155
0.041 -0.184 -0.232
-0.089 0.035 -0.017
0.112 -0.209 -0.193
0.324 0.087 -0.074
-0.147 0.044 0.055
-0.090 -0.145 0.143
0.123 -0.042 -0.023
-0.024 -0.195 -0.197
0.032 0.206 0.196
-0.209 -0.046 0.050
0.266 -0.148 -0.056
0.169 0.121 -0.104
-0.104 -0.109 -0.097
-0.177 0.211 -0.009
0.255 -0.024 -0.050
0.442 -0.342 -0.093
-0.098 0.213 -0.037
-0.209 -0.033 -0.021
0.064 0.234 -0.003
0.162 0.218 -0.047
-0.072 0.089 0.083
-0.167 -0.040 0.012
0.117 -0.018 0.076
-0.036 0.016 0.182
0.189 -0.136 -0.152
-0.032 -0.029 -0.034
0.072 -0.166 0.147
0.137 0.043 -0.255
-0.298 0.005 0.335
0.035 0.037 -0.053
0.026 0.194 0.002
0.015 0.009 0.050
-0.026 -0.048 0.019
0.019 0.039 -0.077
0.156 0.024 -0.130
-0.109 -0.059 0.083
0.293 0.223 -0.026
-0.038 -0.040 0.021
-0.105 0.026 -0.203
0.086 0.059 0.034
-0.570 -0.474 -0.333
0.027 0.023 0.032
0.047 -0.071 0.138
0.058 -0.042 -0.008
-0.005 -0.005 -0.019
0.017 0.077 0.096
0.258 -0.045 -0.072
0.148 0.117 0.015
-0.254 -0.264 0.069
-0.274 -0.061 -0.058
0.039 0.062 0.234
-0.232 -0.052 -0.116
0.209 0.344 0.254
0.001 -0.024 -0.044
0.070 0.011 -0.125
0.064 -0.020 0.026
0.021 0.016 0.048
-0.033 -0.026 -0.093
-0.039 -0.171 -0.113
-0.020 -0.103 -0.046
0.282 0.142 0.105
-0.055 -0.029 -0.001
-0.146 0.162 -0.040
0.035 0.020 0.105
-0.635 -0.266 0.129
0.065 0.024 0.024
0.054 -0.164 0.004
0.084 0.016 -0.100
-0.006 -0.002 -0.016
0.084 0.059 -0.023
0.209 -0.054 0.010
0.057 0.247 -0.198
0.039 -0.225 0.151
-0.006 0.059 -0.038
0.096 0.133 0.085
-0.035 -0.056 0.090
0.020 0.417 -0.165
-0.012 -0.030 0.013
-0.066 -0.076 -0.112
0.046 -0.043 -0.032
0.013 0.013 -0.014
-0.054 -0.046 0.026
-0.006 -0.202 0.052

Properties
**Total charge**: +1
**2S+1**: 1



no.,calculated total energy (a.u.),E_LUMO (eV)
1,-1577.0468,-0.89
2,-6205.4059,-3.77